Entry 1:
The following is a DFT calculation (the ωB97M-V functional and the def2-TZVPD basis) of a structure of composition C33H53MnN2Se.

Each line ends with the Löwdin spin population.
CARTESIAN COORDINATES (ANGSTROEM)
1 Mn 0.167 -1.061 0.431  1.1262
2 C 0.993 -2.296 1.932  -0.0085
3 C 2.090 -2.011 1.069  -0.0095
4 C 1.743 -2.535 -0.229  0.0181
5 C 0.448 -3.121 -0.100  -0.0029
6 C -0.031 -2.985 1.226  -0.0065
7 C -1.287 -3.629 1.799  -0.0001
8 C -2.523 -2.734 1.661  0.0003
9 C -1.069 -3.934 3.285  -0.0003
10 C -1.566 -4.950 1.071  -0.0001
11 C 2.551 -2.705 -1.526  0.0040
12 C 1.823 -3.677 -2.469  0.0000
13 C 2.724 -1.405 -2.320  0.0018
14 C 3.922 -3.337 -1.253  0.0011
15 C 3.343 -1.333 1.640  -0.0015
16 C 2.946 -0.423 2.817  -0.0006
17 C 4.302 -2.396 2.199  -0.0010
18 C 4.099 -0.431 0.662  -0.0005
19 H 0.928 -2.008 2.967  -0.0007
20 H -0.082 -3.628 -0.889  -0.0012
21 H -2.367 -1.786 2.175  -0.0017
22 H -3.405 -3.246 2.064  0.0004
23 H -2.698 -2.496 0.610  0.0014
24 H -0.908 -3.014 3.848  0.0001
25 H -0.198 -4.578 3.428  -0.0001
26 H -1.947 -4.437 3.703  0.0000
27 H -1.798 -4.775 0.019  0.0000
28 H -2.425 -5.456 1.523  0.0001
29 H -0.703 -5.618 1.122  0.0000
30 H 0.862 -3.274 -2.795  0.0000
31 H 1.647 -4.642 -1.990  -0.0002
32 H 2.434 -3.840 -3.362  0.0001
33 H 1.753 -1.042 -2.656  0.0001
34 H 3.355 -1.581 -3.198  0.0002
35 H 3.171 -0.615 -1.727  0.0000
36 H 3.808 -4.265 -0.687  0.0000
37 H 4.587 -2.684 -0.694  0.0000
38 H 4.414 -3.572 -2.202  0.0003
39 H 2.565 -0.994 3.664  -0.0001
40 H 2.178 0.288 2.505  -0.0005
41 H 3.829 0.124 3.163  0.0000
42 H 3.783 -3.006 2.941  -0.0001
43 H 5.158 -1.918 2.688  -0.0001
44 H 4.682 -3.065 1.427  0.0000
45 H 3.430 0.331 0.269  -0.0003
46 H 4.533 -0.969 -0.176  0.0000
47 H 4.918 0.065 1.191  0.0000
48 C 1.816 4.950 -2.166  0.0000
49 C 1.244 3.676 -2.778  0.0000
50 C 1.617 2.401 -2.026  0.0005
51 C 1.066 2.309 -0.610  -0.0002
52 N -0.371 2.451 -0.537  0.0012
53 C -1.235 1.407 -0.746  0.0029
54 Se -0.907 -0.204 -1.610  0.0237
55 N -2.480 1.830 -0.369  0.0020
56 C -3.666 0.989 -0.411  0.0006
57 C -4.323 0.958 -1.788  0.0011
58 C -4.748 2.320 -2.331  0.0001
59 C -5.921 2.946 -1.585  0.0001
60 C -2.364 3.027 0.309  -0.0005
61 C -3.283 3.787 1.015  0.0005
62 C -2.829 4.955 1.616  0.0001
63 C -1.496 5.341 1.522  0.0003
64 C -0.571 4.573 0.824  0.0001
65 C -1.023 3.412 0.216  -0.0013
66 H 1.596 5.822 -2.784  0.0000
67 H 2.902 4.877 -2.063  0.0000
68 H 1.402 5.143 -1.177  0.0000
69 H 1.595 3.585 -3.810  0.0000
70 H 0.153 3.751 -2.832  0.0000
71 H 2.708 2.320 -1.955  0.0000
72 H 1.271 1.534 -2.586  0.0005
73 H 1.497 3.080 0.030  0.0000
74 H 1.273 1.327 -0.150  -0.0007
75 H -4.351 1.363 0.351  0.0000
76 H -3.356 -0.015 -0.118  0.0001
77 H -5.197 0.299 -1.723  0.0001
78 H -3.621 0.487 -2.476  0.0009
79 H -5.020 2.202 -3.383  0.0000
80 H -3.889 2.998 -2.314  0.0000
81 H -6.783 2.274 -1.584  0.0000
82 H -6.230 3.885 -2.047  0.0000
83 H -5.672 3.165 -0.548  0.0000
84 H -4.313 3.478 1.120  0.0000
85 H -3.523 5.565 2.179  0.0000
86 H -1.167 6.249 2.011  0.0000
87 H 0.467 4.868 0.776  0.0001
88 C -0.606 0.198 1.593  -0.1302
89 H -1.579 0.708 1.489  -0.0080
90 H -0.266 0.374 2.629  -0.0116

As for the calculated total energy: -134726.9142 eV. The strongest force on any atom comes out at 0.6 eV/A. The LUMO energy (alpha / beta) comes out at 2.73 / 2.73 eV. Its net charge is -1. The calculation puts the frontier orbital gap (alpha / beta) at 4.68 / 4.94 eV. Its spin multiplicity is 2.



Entry 2:
The following is a DFT calculation (the ωB97M-V functional and the def2-TZVPD basis) of a structure of composition C33H53MnN4O2P2 in a non-equilibrium geometry.

Each line ends with the Löwdin spin population.
CARTESIAN COORDINATES (ANGSTROEM)
1 C -1.640 -1.853 -2.059  0.0146
2 C 0.734 -1.975 -1.859  0.0126
3 C -1.616 -2.640 -3.205  -0.0058
4 C 0.759 -2.877 -2.958  -0.0048
5 C -0.406 -3.184 -3.634  0.0059
6 H -2.548 -2.802 -3.755  0.0002
7 H 1.719 -3.256 -3.313  -0.0003
8 H -0.385 -3.843 -4.500  0.0004
9 N -0.515 -1.646 -1.328  0.0460
10 P -2.982 -0.599 0.123  0.0683
11 P 2.769 -0.373 -0.290  0.1315
12 C -2.900 -1.090 -1.659  0.0132
13 H -3.001 -0.160 -2.244  0.0002
14 H -3.758 -1.720 -1.914  0.0012
15 C 1.962 -1.297 -1.559  0.0110
16 H 2.749 -1.697 -2.210  0.0029
17 C 4.328 0.505 -1.028  0.0084
18 C 3.273 -1.313 1.447  0.0428
19 C -3.523 1.222 0.250  0.0151
20 C -4.266 -1.862 0.728  0.0111
21 C 4.225 1.979 -0.576  0.0039
22 H 4.193 2.054 0.520  0.0008
23 H 5.109 2.536 -0.923  0.0003
24 H 3.339 2.476 -0.993  0.0000
25 C 5.670 -0.087 -0.561  0.0025
26 H 5.808 -0.030 0.524  0.0001
27 H 5.791 -1.126 -0.897  0.0001
28 H 6.492 0.493 -1.016  0.0006
29 C 4.327 0.413 -2.556  0.0017
30 H 5.192 0.974 -2.941  0.0004
31 H 4.445 -0.622 -2.903  0.0001
32 H 3.420 0.845 -2.990  0.0003
33 C 3.878 -0.282 2.413  0.0022
34 H 3.165 0.529 2.630  0.0007
35 H 4.095 -0.796 3.366  0.0005
36 H 4.817 0.156 2.057  0.0001
37 C 2.024 -1.871 2.118  0.0227
38 H 1.306 -1.069 2.334  0.0102
39 H 1.546 -2.652 1.514  0.0053
40 H 2.309 -2.328 3.083  0.0016
41 C 4.232 -2.479 1.172  0.0113
42 H 5.207 -2.160 0.786  0.0004
43 H 4.422 -3.021 2.116  0.0037
44 H 3.790 -3.193 0.464  0.0006
45 C -4.715 -1.510 2.154  0.0009
46 H -5.389 -2.309 2.501  0.0002
47 H -3.873 -1.452 2.856  0.0001
48 H -5.285 -0.572 2.185  0.0000
49 C -3.550 -3.225 0.721  0.0029
50 H -3.264 -3.534 -0.294  -0.0001
51 H -2.651 -3.214 1.351  0.0025
52 H -4.235 -3.988 1.120  0.0001
53 C -5.530 -1.962 -0.153  0.0033
54 H -6.272 -2.570 0.389  0.0007
55 H -5.989 -0.986 -0.350  0.0001
56 H -5.349 -2.466 -1.110  0.0001
57 C -2.549 2.107 -0.556  0.0011
58 H -2.529 1.835 -1.622  -0.0002
59 H -2.896 3.151 -0.474  -0.0002
60 H -1.520 2.053 -0.168  0.0021
61 C -3.452 1.644 1.730  0.0036
62 H -2.421 1.604 2.119  0.0020
63 H -3.805 2.685 1.804  0.0001
64 H -4.095 1.026 2.371  0.0001
65 C -4.945 1.436 -0.279  0.0046
66 H -5.056 1.104 -1.320  0.0002
67 H -5.704 0.949 0.346  0.0001
68 H -5.150 2.518 -0.251  0.0012
69 Mn -0.636 -0.645 0.314  3.9961
70 C -1.063 -1.205 1.970  0.1969
71 O -1.391 -1.386 3.090  0.1572
72 N 0.408 0.780 -0.234  0.1251
73 C 1.294 0.683 -1.148  0.0351
74 C 1.181 1.462 -2.464  -0.0060
75 C 1.144 2.869 -2.428  0.0065
76 C 0.908 0.820 -3.687  0.0043
77 C 0.978 3.619 -3.602  -0.0007
78 H 1.205 3.383 -1.464  0.0004
79 C 0.704 1.577 -4.848  -0.0011
80 H 0.786 -0.269 -3.723  -0.0002
81 C 0.748 2.975 -4.819  0.0060
82 H 1.026 4.707 -3.578  -0.0002
83 H 0.498 1.065 -5.788  -0.0002
84 H 0.599 3.558 -5.731  0.0003
85 C -1.022 1.567 5.469  0.0001
86 N 0.199 2.153 4.975  0.0002
87 C 0.549 2.141 3.663  0.0005
88 N 1.789 2.736 3.432  0.0001
89 O -0.108 1.605 2.755  0.0092
90 H -1.605 1.187 4.625  0.0001
91 H -1.605 2.318 6.011  0.0000
92 H -0.800 0.740 6.154  0.0000
93 H 0.868 2.530 5.638  0.0000
94 H 1.934 2.992 2.464  0.0000
95 H 2.076 3.436 4.108  0.0000

As for the calculated total energy: -95025.6427 eV. The strongest force on any atom comes out at 9.4 eV/A. The LUMO energy (alpha / beta) comes out at -2.60 / -3.36 eV. Its net charge is +1. The calculation puts the frontier orbital gap (alpha / beta) at 6.19 / 5.87 eV. Its spin multiplicity is 6.